A structure of composition C22H17N3O5Pt, computed with ωB97M-V/def2-TZVPD.

```
48
Properties=species:S:1:pos:R:3
Pt -0.06 -0.33 1.46
C -4.33 -0.40 1.48
C -2.90 -0.26 1.82
N -1.88 -0.58 0.88
N -2.11 -1.09 -0.30
C -0.95 -1.43 -0.89
O 0.21 -1.20 -0.30
C -0.99 -2.09 -2.16
C -2.22 -2.23 -2.85
C -2.24 -2.90 -4.05
C -1.06 -3.43 -4.58
C 0.16 -3.29 -3.90
C 0.20 -2.63 -2.70
C -2.37 0.16 3.04
C -3.14 0.52 4.17
C -2.53 0.87 5.34
C -1.13 0.87 5.42
C -0.39 0.52 4.31
N -0.98 0.19 3.16
H -4.44 -0.71 0.44
H -4.86 0.54 1.63
H -4.80 -1.16 2.11
H -3.12 -1.82 -2.43
H -3.17 -3.02 -4.59
H -1.09 -3.96 -5.52
H 1.06 -3.73 -4.32
H 1.13 -2.53 -2.15
H -4.22 0.50 4.09
H -3.12 1.14 6.20
H -0.62 1.13 6.34
H 0.69 0.51 4.31
O 3.73 0.87 2.62
C 2.81 0.68 1.86
O 1.71 0.08 2.22
C 3.03 1.11 0.44
C 4.34 0.81 -0.09
C 4.77 1.27 -1.31
C 3.87 2.10 -1.98
O 4.03 2.71 -3.13
C 2.85 3.49 -3.39
O 1.96 3.22 -2.30
C 2.59 2.41 -1.45
C 2.14 1.91 -0.24
H 4.99 0.21 0.53
H 5.75 1.05 -1.70
H 2.40 3.16 -4.32
H 3.11 4.55 -3.39
H 1.17 2.18 0.16
```

Values from the calculation:
Electronic energy: -1507.62850 hartree
Multiplicity: 5
Relative energy (zero: lowest compared OMol25 entry of this formula, charge and spin): 0.0 kcal per mole
Molecular weight: 598.5 g mol⁻¹
Net charge: +2
HOMO energy (alpha / beta): -0.4572 / -0.5537 Eh
Gap between HOMO and LUMO (alpha / beta): 0.2462 / 0.1873 Ha
Lowest unoccupied orbital energy (alpha / beta): -5.741 / -9.971 eV